A single C5H8S2 molecule. Source: OMol25; level of theory: ωB97M-V/def2-TZVPD.

Kohn-Sham gap ... 8.43 eV
Charge ... 0

```
15
Properties=species:S:1:pos:R:3:forces:R:3:nbo_charge:R:1
C 1.2235 0.3758 1.4273 -1.0 -0.3 0.9 -0.613
C 0.8980 0.3253 -0.0758 0.1 1.3 0.7 -0.413
C -0.3434 -0.4452 -0.4689 1.5 -0.5 -0.4 -0.121
C -0.1670 -1.3873 -1.3943 -1.2 0.0 0.4 -0.320
C -1.6599 -0.1105 0.0553 -1.3 1.3 -0.2 -0.268
H 0.3647 0.8599 1.9841 1.1 -0.3 -0.5 0.212
H 1.2819 -0.6473 1.8488 0.0 0.4 -0.3 0.211
H 2.1865 0.8731 1.6720 -0.7 -0.1 -0.4 0.220
H 0.7706 1.3790 -0.4156 0.3 -0.6 0.1 0.201
H 1.7546 -0.1059 -0.5893 -0.1 0.1 -0.2 0.214
H -1.0097 -1.9524 -1.7736 0.1 -0.1 -0.1 0.209
H 0.8164 -1.5748 -1.7614 0.4 -0.2 -0.3 0.199
H -1.1637 1.9096 -1.0272 -0.2 0.2 0.0 0.114
S -2.2446 1.5721 -0.2987 0.8 -0.9 0.1 0.079
S -2.7077 -1.0716 0.8172 0.2 -0.3 0.1 0.074
```
Positions in Å, forces in eV/Å.


2 unconnected molecules or ions with the total composition C3H8N2O2. Source: OMol25; level of theory: ωB97M-V/def2-TZVPD.

Kohn-Sham gap ... 10.54 eV
Charge ... 0

```
15
Properties=species:S:1:pos:R:3:forces:R:3:nbo_charge:R:1
N -0.8531 1.8617 1.8224 0.0 0.2 0.2 -1.100
C 0.6583 -0.6729 0.6554 0.0 0.1 0.3 0.881
O 0.8071 -0.5853 1.8534 0.0 -0.1 -0.5 -0.641
N -0.3802 -0.2069 -0.0966 0.0 0.1 0.2 -0.665
C -0.1519 -0.3689 -1.5125 0.0 0.0 -0.2 -0.239
C 1.2000 -1.1207 -1.5195 0.0 0.0 -0.3 -0.077
O 1.5626 -1.2929 -0.1514 0.0 0.0 0.1 -0.494
H -0.6328 1.0910 2.4517 0.0 0.1 -0.1 0.395
H -1.4729 2.5040 2.3060 0.1 -0.1 -0.1 0.365
H -0.9147 0.5622 0.3156 0.1 -0.2 -0.1 0.451
H -0.0882 0.5935 -2.0334 0.0 -0.1 0.1 0.192
H -0.9452 -0.9589 -1.9853 0.1 0.1 0.1 0.193
H 1.9892 -0.5490 -2.0170 -0.1 -0.1 0.1 0.185
H 1.1309 -2.1068 -1.9842 0.0 0.1 0.1 0.189
H 0.0304 2.3463 1.6869 -0.1 0.0 0.0 0.366
```
Positions in Å, forces in eV/Å.


A molecular structure, C25H40O27S3Ti. Source: OMol25; level of theory: ωB97M-V/def2-TZVPD.

Kohn-Sham gap (alpha / beta) ... 5.97 / 6.33 eV
Multiplicity ... 4
Charge ... -1

```
96
Properties=species:S:1:pos:R:3:forces:R:3:mulliken_spin:R:1
Ti -18.3659 16.4040 28.3533 -0.5 -1.1 -1.6 2.995
S -18.8925 13.6695 26.1057 1.1 0.3 -2.5 0.061
O -20.0597 13.3037 25.3388 -1.6 -0.5 -1.7 -0.004
O -17.7896 12.7475 25.8699 0.7 -0.6 0.1 -0.004
O -18.4723 15.0629 25.7905 0.8 2.1 -0.1 -0.042
O -19.2868 13.7389 27.4726 -0.8 0.2 5.8 -0.044
C -25.8775 11.6901 27.3158 1.2 -2.0 1.8 0.000
C -25.6490 12.0869 25.9410 0.1 0.5 -2.7 0.000
O -26.5864 13.1771 25.7428 1.2 0.4 -2.1 0.000
C -27.2579 13.3334 26.8362 -4.1 6.2 0.3 0.000
O -28.0691 14.2476 27.1257 2.1 -2.5 -1.6 0.000
O -26.9371 12.4701 27.6771 -0.9 -2.5 5.2 0.000
H -25.0370 11.8762 27.9844 0.1 0.2 0.0 0.000
H -26.1223 10.6383 27.4639 -0.1 0.0 -0.2 0.000
H -25.9892 11.3391 25.2246 0.7 -0.1 -0.1 0.000
H -24.6319 12.4528 25.8007 -0.2 -0.1 -0.5 0.000
C -15.0105 17.0002 22.2110 0.4 -0.4 1.8 0.000
C -16.3632 16.3610 22.3525 -0.8 1.2 0.8 0.000
O -16.7908 16.3495 21.0073 -2.0 -0.4 0.7 0.000
C -15.8056 16.6806 20.1852 -1.8 -2.0 -1.6 0.000
O -15.9731 16.6239 19.0015 1.0 0.8 0.1 0.000
O -14.7222 16.8297 20.8904 2.9 0.4 -2.6 0.000
H -14.3219 16.3677 22.7712 0.5 0.9 0.3 0.000
H -14.9736 18.0805 22.3514 0.0 -0.1 1.0 0.000
H -17.0201 17.0275 22.9114 -0.2 -0.3 0.1 0.000
H -16.3391 15.3967 22.8602 -0.2 -0.2 -0.5 0.000
C -20.7953 8.8381 28.4513 2.8 1.0 -0.6 0.000
C -20.8859 8.9640 26.9420 -0.5 0.6 2.7 0.000
O -21.8956 7.9703 26.7753 -1.0 -1.2 -2.4 0.000
C -22.5391 7.6134 27.9515 -3.9 -3.5 -3.3 0.000
O -23.5273 6.8410 28.0807 3.8 3.0 -1.0 0.000
O -21.9451 8.2020 28.8747 0.5 2.0 4.9 0.000
H -20.6115 9.8695 28.7525 -0.4 -0.3 1.3 0.000
H -19.9572 8.1782 28.6751 0.1 0.2 0.5 0.000
H -19.8464 8.8998 26.6203 -0.5 -1.1 -1.1 0.000
H -21.1693 10.0013 26.7634 -0.8 -0.3 -0.9 0.000
C -21.4044 16.2258 22.7705 1.0 -3.6 3.1 0.002
C -22.8201 15.7240 22.5940 0.1 0.2 0.5 0.000
O -23.2160 16.6204 21.6111 -2.4 -0.4 -1.8 0.000
C -22.3412 17.5697 21.3941 -0.7 2.9 -3.2 0.000
O -22.4885 18.4230 20.5271 0.4 -1.4 1.9 0.000
O -21.3097 17.4535 22.2016 0.5 1.8 -0.3 0.000
H -20.6770 15.5436 22.3305 0.1 0.0 0.0 0.000
H -21.2485 16.2231 23.8493 0.8 0.4 -0.1 -0.001
H -23.4874 15.8939 23.4389 0.2 -0.1 0.3 0.000
H -22.9069 14.6791 22.2960 0.1 0.2 -0.3 0.000
C -13.6645 10.9746 27.7359 -1.6 -0.1 2.0 -0.002
C -14.4852 9.9795 26.9377 1.2 -0.9 -1.1 0.000
O -13.7340 10.0290 25.6993 1.5 0.5 -0.9 0.000
C -12.4228 10.4317 25.9389 0.5 0.0 -0.9 0.000
O -11.4868 10.3890 25.1406 -3.0 0.1 2.6 0.000
O -12.3650 10.9104 27.2543 1.2 -1.0 -2.5 0.000
H -13.6459 10.6240 28.7678 0.0 0.4 0.2 0.000
H -13.9847 12.0158 27.6991 -0.4 -0.1 -0.2 0.001
H -15.5632 10.0205 26.7816 0.2 1.2 -0.2 0.000
H -14.3552 8.9319 27.2093 0.3 0.0 0.9 0.000
C -17.6120 10.9639 31.2368 0.0 -0.8 -0.3 -0.001
C -18.6981 10.7283 32.2734 0.6 -1.0 -0.3 0.000
O -18.5280 9.3160 32.6327 0.4 -0.4 -0.2 0.000
C -17.3224 8.8253 32.1307 -0.4 1.2 0.4 0.000
O -16.7378 7.8073 32.3600 -1.3 0.5 0.1 0.000
O -16.8240 9.7738 31.3404 1.3 0.5 -0.8 0.000
H -16.9976 11.8522 31.3840 0.0 -0.2 0.1 0.004
H -18.0352 10.9733 30.2323 0.1 0.2 0.0 -0.001
H -19.6266 10.8707 31.7206 -0.4 -0.1 0.9 0.000
H -18.5478 11.3013 33.1884 -0.5 0.1 -0.2 0.000
C -21.1022 11.5007 20.5280 -0.6 2.2 0.8 0.000
C -19.8019 11.2878 21.3409 -1.1 1.1 1.7 0.000
O -19.0117 10.5942 20.4585 1.5 -1.5 -2.5 0.000
C -19.4297 10.7870 19.2017 0.8 -0.2 -5.6 0.000
O -18.8833 10.4851 18.0754 -2.2 1.1 6.1 0.000
O -20.6463 11.4740 19.2142 2.4 -2.0 -1.2 0.000
H -21.4117 12.5453 20.5614 -0.3 0.0 1.0 0.000
H -22.0182 10.9155 20.6093 0.5 -0.7 0.5 0.000
H -19.7610 10.8010 22.3153 -0.8 -0.5 -0.2 0.000
H -19.3091 12.2283 21.5873 -0.2 0.4 -0.4 0.000
C -18.8130 20.3718 26.2856 0.6 0.4 -1.7 0.016
S -17.0874 20.5910 26.9960 -0.2 -3.0 -1.0 0.007
O -16.6974 19.1773 27.3678 -0.7 0.1 1.7 -0.002
C -16.2161 20.5431 25.4367 -0.7 2.9 -1.1 0.001
H -19.7016 20.3859 26.9166 0.6 -0.3 0.5 -0.008
H -18.7410 19.5180 25.6119 0.0 -1.0 0.9 0.000
H -19.0243 21.0419 25.4522 0.2 1.2 0.4 0.000
H -15.1275 20.5913 25.4618 -0.2 -0.7 0.7 0.001
H -16.4519 21.5531 25.1015 0.0 0.3 -0.9 0.000
H -16.6285 19.8635 24.6910 0.1 -0.3 0.5 -0.001
C -22.2921 15.9334 29.3449 -1.2 0.6 -0.5 0.024
S -21.9074 17.5900 29.9598 -1.3 0.8 0.6 0.006
O -20.6196 18.1692 29.4701 0.6 -0.8 -0.6 0.004
C -23.1877 18.5018 28.9174 0.6 -1.1 -0.2 -0.002
H -23.3265 15.7863 29.6555 -0.3 0.3 0.3 0.002
H -21.8067 15.0577 29.7758 0.8 0.5 -0.4 -0.012
H -22.4074 16.0456 28.2668 0.8 -0.8 -0.2 0.000
H -23.0553 18.1465 27.8954 0.5 0.3 -0.2 0.001
H -22.9492 19.5605 29.0190 -0.1 -0.2 0.0 0.001
H -24.2364 18.2564 29.0855 0.1 0.1 0.8 0.000
```
Positions in Å, forces in eV/Å.


A single CH2N2P2 molecule. Source: OMol25; level of theory: ωB97M-V/def2-TZVPD.

Kohn-Sham gap ... 8.85 eV
Charge ... 0

```
7
Properties=species:S:1:pos:R:3:forces:R:3:nbo_charge:R:1
C -0.2367 -0.9995 0.4589 1.8 2.5 -0.3 -0.193
N -0.9890 0.0053 0.4709 -1.1 0.0 0.3 -0.708
N 1.4134 0.8119 -0.4574 -2.1 1.4 1.0 -1.091
P 1.5448 -0.6877 -0.0785 0.0 -0.6 -0.1 0.905
P -0.4022 1.4789 0.0639 3.0 0.0 -2.0 0.919
H -0.6659 -1.8091 0.8522 -1.2 -4.0 1.1 0.183
H -0.6643 1.2002 -1.3101 -0.4 0.7 0.1 -0.014
```
Positions in Å, forces in eV/Å.


2 unconnected molecules or ions with the total composition C9H14N2. Source: OMol25; level of theory: ωB97M-V/def2-TZVPD.

Kohn-Sham gap ... 10.13 eV
Charge ... 0

```
25
Properties=species:S:1:pos:R:3:forces:R:3:nbo_charge:R:1
C 0.2753 -2.0716 -1.0913 0.6 0.5 -0.6 0.270
C -2.6730 0.2466 -1.3342 1.9 -0.8 2.3 -0.438
C -1.4876 -0.5572 -1.7416 -1.1 -0.8 1.2 -0.109
C -2.3694 1.0778 -0.1180 1.7 -0.2 -0.8 -0.393
C -1.9164 0.2022 1.0171 0.7 -1.2 -0.1 -0.400
C -0.6134 -0.5877 0.6889 -1.4 0.7 -2.1 -0.427
C -0.6401 -0.9741 -0.8210 1.2 -0.7 1.2 -0.121
C 3.3574 0.6505 1.6973 -0.5 1.8 0.7 -0.443
C 3.0714 0.2086 -0.5942 -0.1 1.3 -0.6 -0.064
N 1.0902 -2.8579 -1.3142 -0.5 0.1 0.2 -0.329
N 2.6005 0.2745 0.5687 -0.6 -1.0 -1.2 -0.420
H -3.4275 -0.4404 -0.9700 -0.6 -0.2 -0.8 0.216
H -1.6097 -1.0935 -2.6422 0.5 -0.3 -1.2 0.209
H -1.6607 1.9067 -0.3062 0.3 -0.7 -0.1 0.199
H -3.2049 1.6256 0.1142 -2.4 1.0 1.0 0.207
H -1.7240 0.8974 1.8094 -0.1 -0.2 1.1 0.214
H -2.6357 -0.6263 1.2661 0.1 1.3 0.0 0.198
H 0.2861 0.0069 0.8663 0.1 -0.7 0.4 0.261
H -0.7029 -1.5868 1.1046 0.7 0.2 0.9 0.221
H 3.4447 -0.1859 2.3437 0.1 -0.9 0.7 0.212
H 4.3847 1.0898 1.5634 -0.9 -0.1 -0.2 0.173
H 2.6029 1.3455 2.1781 1.5 -0.3 0.1 0.211
H 4.1537 0.5654 -0.7252 -1.3 -0.8 -0.6 0.144
H 2.2988 0.0482 -1.4390 1.8 -0.1 1.1 0.196
H -2.9004 0.8356 -2.1208 -1.7 1.8 -2.6 0.212
```
Positions in Å, forces in eV/Å.


2 unconnected molecules or ions with the total composition C6H16NOS. Source: OMol25; level of theory: ωB97M-V/def2-TZVPD.

Kohn-Sham gap (alpha / beta) ... 6.12 / 7.92 eV
Multiplicity ... 3
Charge ... +1

```
25
Properties=species:S:1:pos:R:3:forces:R:3:mulliken_spin:R:1
C 1.7043 0.6391 -0.8844 -2.4 -2.0 1.1 0.008
C -0.1141 -0.7706 -1.5064 0.9 -0.8 -1.4 -0.027
C 0.8532 0.7414 -3.1543 0.6 -2.3 -1.0 0.001
C -0.9332 -2.8374 4.4172 1.8 -0.1 0.8 0.074
C -0.5185 1.6069 -1.2062 0.6 -1.4 -0.8 -0.004
C -0.4979 -0.5659 2.5603 0.5 -1.0 -0.3 1.532
N 0.4722 0.5481 -1.7355 0.7 2.1 0.4 -0.003
O 0.0862 0.1710 3.4349 1.4 2.0 2.6 0.081
S -1.2856 -1.9962 2.8082 -2.5 -2.3 -0.8 0.208
H 2.2679 1.4349 -1.0835 2.3 3.2 -1.8 0.002
H 1.4005 0.8959 0.1265 -0.2 -1.0 0.4 -0.001
H 2.2352 -0.2829 -1.0190 0.4 -0.3 0.4 -0.006
H -1.0600 -0.7628 -2.0745 0.0 -0.4 1.0 -0.002
H 0.5728 -1.4647 -2.0929 -0.9 0.3 1.4 0.001
H -0.0723 -0.8485 -0.3993 -0.7 -0.9 -0.8 0.047
H 1.3586 1.6796 -3.3395 0.0 0.1 0.2 0.000
H 1.5226 -0.1704 -3.5023 -1.2 2.0 0.9 0.000
H -0.0641 0.6661 -3.7219 -0.1 0.2 -0.3 0.000
H 0.1963 -3.1066 4.5294 -2.0 0.2 -0.3 0.010
H -1.6027 -3.7846 4.4491 1.2 1.9 -0.2 0.009
H -1.1581 -2.1078 5.2452 -0.1 -1.0 -0.7 0.010
H -1.4311 1.6223 -1.7961 0.0 -0.3 -0.1 0.000
H -0.6955 1.2403 -0.2043 -0.3 0.6 0.3 0.004
H -0.0272 2.5491 -1.2954 0.3 0.7 0.4 0.000
H 0.0606 -0.1566 4.3755 -0.2 0.4 -1.3 0.056
```
Positions in Å, forces in eV/Å.


A single C5H9N molecule. Source: OMol25; level of theory: ωB97M-V/def2-TZVPD.

Kohn-Sham gap ... 9.18 eV
Charge ... 0

```
15
Properties=species:S:1:pos:R:3:forces:R:3:nbo_charge:R:1
C -0.4602 1.5119 -0.2970 0.0 0.1 0.0 -0.608
C -0.5019 0.1711 0.4368 -0.1 0.2 0.3 -0.247
C -0.6133 -0.9708 -0.5509 0.6 0.0 0.2 -0.262
C 0.8467 -0.1194 1.1310 0.1 0.0 0.0 -0.525
C 1.7614 -0.7750 0.0936 -0.8 -0.2 -0.6 0.121
N 0.8879 -1.2175 -0.7856 -2.1 0.5 0.2 -0.570
H -0.2694 2.3302 0.4039 0.0 -0.1 -0.1 0.212
H -1.4050 1.7141 -0.8143 0.1 0.0 0.1 0.206
H 0.3431 1.5187 -1.0452 -0.1 0.0 0.1 0.211
H -1.3068 0.1599 1.1709 -0.1 0.0 -0.1 0.212
H -1.1866 -0.7040 -1.4618 0.7 -0.1 0.2 0.202
H -1.0821 -1.8784 -0.1380 0.3 0.2 0.0 0.200
H 0.9850 -1.6629 -1.6712 1.4 -0.5 -0.3 0.392
H 0.7275 -0.8587 1.9391 0.1 0.1 -0.1 0.231
H 1.2737 0.7807 1.5887 0.1 -0.2 -0.1 0.224
```
Positions in Å, forces in eV/Å.


A molecular structure, C26H28BrN4OPbS4. Source: OMol25; level of theory: ωB97M-V/def2-TZVPD.

Kohn-Sham gap ... 7.64 eV
Charge ... -1

```
65
Properties=species:S:1:pos:R:3:forces:R:3:nbo_charge:R:1
Pb 0.7514 -0.1474 0.5300 0.2 -0.1 -0.2 1.137
C -2.1853 0.3734 2.0337 0.0 0.0 0.0 -0.017
C -2.5357 -0.8579 1.3008 0.0 0.0 -0.2 -0.017
C -2.9133 -0.5374 0.0500 0.0 0.0 0.1 -0.001
C -2.8023 0.9664 -0.1237 -0.1 -0.1 0.1 -0.169
C -2.3311 1.4352 1.2267 0.0 0.1 0.0 0.010
C -2.1455 2.8690 1.6043 0.0 0.1 0.0 -0.669
C -4.1027 1.6216 -0.5650 0.0 0.0 -0.1 -0.619
C -3.3682 -1.4375 -1.0504 0.0 -0.1 0.0 -0.653
C -2.4412 -2.2171 1.9101 0.0 -0.1 0.0 -0.642
C -1.7108 0.3680 3.4474 0.1 0.0 0.1 -0.650
H -3.0084 3.2473 2.1617 0.0 0.0 0.0 0.213
H -2.0149 3.5120 0.7357 0.0 0.0 0.0 0.223
H -1.2664 2.9736 2.2412 0.0 0.0 0.0 0.244
H -4.8819 1.4165 0.1730 0.0 0.0 0.0 0.215
H -4.4210 1.2312 -1.5326 0.0 0.0 0.0 0.217
H -3.9960 2.7024 -0.6534 0.0 0.0 0.0 0.220
H -3.0059 -2.4545 -0.9049 0.0 0.0 0.0 0.227
H -2.9985 -1.0976 -2.0196 0.0 0.0 0.0 0.230
H -4.4600 -1.4717 -1.1173 0.0 0.0 0.0 0.212
H -3.0964 -2.3034 2.7808 0.0 0.0 0.0 0.215
H -1.4269 -2.4247 2.2595 0.0 0.0 0.0 0.227
H -2.7141 -2.9974 1.2027 0.0 0.0 0.0 0.221
H -2.5279 0.1467 4.1389 0.0 0.0 0.0 0.214
H -1.2640 1.3233 3.7223 0.0 0.0 0.0 0.235
H -0.9500 -0.4029 3.5984 0.0 0.0 0.0 0.222
O -0.8653 6.4089 -2.2975 0.0 0.1 0.1 -0.580
C -0.6585 5.2661 -1.9856 0.1 -0.1 -0.1 0.187
S 0.9172 4.6416 -1.4757 -0.1 0.0 0.0 0.333
C 0.4586 2.9609 -1.2215 0.2 0.0 0.0 -0.317
C -0.8479 2.6839 -1.4357 -0.1 -0.1 0.0 -0.505
S -1.4837 1.0541 -1.4369 0.1 0.1 0.1 0.326
S -1.8802 3.9880 -2.0179 0.0 0.0 0.0 0.300
S 1.8229 1.9380 -0.8882 -0.1 -0.1 0.1 -0.291
N 2.9324 -0.9972 1.4557 -0.2 0.3 -0.1 -0.695
C 3.6098 -1.9511 1.4714 0.0 0.0 0.1 0.595
N 4.4411 -2.9291 1.5411 0.0 0.1 -0.1 -0.698
C 3.9675 -4.1613 1.5291 0.0 -0.2 0.1 0.446
N 3.6380 -5.2730 1.5399 0.0 0.0 0.0 -0.512
Br 5.4434 4.4379 1.3598 0.0 0.0 0.0 0.059
C 3.7511 3.7776 1.8818 -0.1 0.0 0.0 -0.039
C 2.6122 4.5192 1.6335 0.1 0.0 0.0 -0.279
C 1.3978 3.9717 2.0174 0.0 0.1 0.0 0.049
N 1.2671 2.7931 2.6175 0.0 0.0 0.1 -0.444
C 2.3828 2.1018 2.8421 0.0 -0.1 0.0 0.061
C 3.6493 2.5418 2.4915 0.1 0.0 0.0 -0.280
H 2.6561 5.4768 1.1360 0.0 0.0 0.0 0.234
H 0.4841 4.5178 1.8083 0.0 0.0 0.0 0.196
H 2.2709 1.1273 3.3032 0.0 0.0 0.0 0.212
H 4.5161 1.9240 2.6741 0.0 0.0 0.0 0.240
C 2.5594 -4.4807 -2.4184 0.0 0.0 0.0 -0.588
C 1.3898 -3.6207 -2.9161 0.0 0.0 0.0 -0.177
C 1.7184 -3.0513 -4.3007 0.0 0.0 0.0 -0.584
C 0.1214 -4.4799 -3.0029 0.0 0.0 0.0 -0.583
C 1.1636 -2.5175 -1.9710 0.0 0.0 0.0 0.025
C 0.9996 -1.6075 -1.1870 0.0 0.1 0.2 -0.610
H 2.7314 -5.3112 -3.1084 0.0 0.0 0.0 0.191
H 2.3524 -4.8851 -1.4276 0.0 0.0 0.0 0.231
H 3.4713 -3.8870 -2.3529 0.0 0.0 0.0 0.216
H 1.8986 -3.8654 -5.0077 0.0 0.0 0.0 0.193
H 2.6095 -2.4252 -4.2549 0.0 0.0 0.0 0.215
H 0.8953 -2.4403 -4.6729 0.0 0.0 0.0 0.209
H 0.2744 -5.3078 -3.7005 0.0 0.0 0.0 0.195
H -0.7248 -3.8839 -3.3480 0.0 0.0 0.0 0.206
H -0.1263 -4.8926 -2.0244 0.0 0.0 0.0 0.214
```
Positions in Å, forces in eV/Å.


Results for ΔE to the lowest compared entry with this formula, charge and spin: 110.1, 28.2, 727.1, 171.7, 289.4, 0.0, 182.0, 133.6 (in kJ/mol, following the order of the records).
Results for maximum force: 0.036, 0.009, 0.144, 0.083, 0.069, 0.084, 0.041, 0.006 (in hartree/bohr, following the order of the records).